69
Properties=species:S:1:pos:R:3:forces:R:3:nbo_charge:R:1 method="wB97M-V/def2-TZVPD" charge=-1 total_energy_ha=-2709.0862 relative_energy_kcal_mol=62.8
C 6.081107 -0.359556 0.872221 0.5 -0.2 -0.9 -0.689
C 5.968527 -0.599508 -0.773204 0.2 -2.1 0.4 -0.408
C 7.330610 -1.395126 -1.325681 -2.2 3.2 -0.4 -0.191
O 7.812039 -2.430187 -0.390100 -0.3 -0.1 -1.2 -0.379
N 7.142955 -3.593969 -0.543612 1.1 -0.3 3.6 0.340
O 7.253669 -4.201715 0.524387 -0.6 0.3 -2.7 -0.388
C 4.665943 -1.554259 -1.137338 0.8 1.3 -0.6 -0.468
C 3.217372 -0.808438 -0.858024 0.0 -2.1 0.5 -0.213
C 2.194868 -1.280259 -2.064161 -0.5 0.0 0.9 -0.639
C 2.618809 -1.522323 0.530441 -0.1 0.5 -1.6 -0.642
H 6.341069 -1.333923 1.466822 -0.5 1.5 -0.8 0.159
H 6.987538 0.383657 1.037304 -1.9 -1.3 -0.1 0.186
H 5.080850 0.070322 1.318366 2.0 -0.6 -0.9 0.190
H 8.162827 -0.548907 -1.388950 -1.4 -2.3 0.1 0.188
H 7.044626 -1.845097 -2.370080 0.9 0.7 2.0 0.184
H 4.715424 -1.762632 -2.300790 0.0 0.3 2.2 0.179
H 4.698298 -2.599157 -0.609652 -0.4 1.5 -0.7 0.155
H 3.295225 0.353346 -0.721064 0.0 -2.3 -0.4 0.216
H 1.099231 -1.349198 -1.614549 2.0 0.2 -1.0 0.180
H 2.493554 -2.390273 -2.363387 -0.6 2.5 0.4 0.203
H 2.142041 -0.544102 -2.972221 0.4 -1.6 1.6 0.221
H 1.658779 -0.919003 0.830804 1.9 -1.3 -0.2 0.204
H 3.462493 -1.538604 1.342488 -1.9 0.0 -1.4 0.224
H 2.303491 -2.620281 0.184335 0.7 2.3 1.1 0.190
O 1.311236 0.606207 -5.252793 -0.4 1.3 -0.1 -0.912
S 1.286432 2.014302 -5.585361 0.2 0.0 0.1 2.343
O 0.974602 3.031780 -4.604542 0.0 -1.1 -0.7 -0.918
O 0.336757 2.235556 -6.890816 1.0 0.0 0.4 -0.719
C -0.995408 1.745393 -6.854442 -1.0 -0.2 0.1 -0.077
C -1.898614 2.652206 -6.039767 0.0 0.1 0.4 -0.640
C 2.828018 2.439480 -6.359022 -0.1 0.0 -0.2 -0.879
H -1.022265 0.717089 -6.478023 0.2 0.1 0.0 0.198
H -1.355457 1.719445 -7.888658 0.4 0.0 0.1 0.186
H -1.626569 2.628363 -4.980384 0.0 0.0 -0.1 0.231
H -2.942801 2.338954 -6.127439 0.1 0.0 -0.1 0.209
H -1.808509 3.690874 -6.373259 0.0 -0.2 0.0 0.213
H 3.047538 1.705960 -7.137480 -0.1 0.1 0.2 0.249
H 3.606518 2.419514 -5.593842 -0.2 -0.1 0.0 0.269
H 2.746982 3.443001 -6.781329 -0.1 -0.1 0.1 0.245
O 0.402993 -0.455287 3.020402 -1.0 0.9 0.5 -0.905
S -0.872162 0.051795 3.479530 0.1 -0.3 0.0 2.345
O -1.379935 1.343523 3.069517 0.6 -0.9 0.2 -0.928
O -0.927114 -0.041450 5.105362 -0.5 -0.4 -1.1 -0.718
C 0.111199 0.568616 5.857674 0.8 0.6 0.5 -0.078
C -0.069263 2.073038 5.934699 0.0 0.3 -0.3 -0.640
C -2.118967 -1.168877 3.145983 -0.1 0.0 0.2 -0.880
H 1.093518 0.307489 5.449405 -0.2 0.0 -0.1 0.203
H 0.061404 0.151322 6.869256 -0.2 -0.2 -0.3 0.188
H 0.069296 2.535892 4.953151 0.0 -0.1 0.1 0.229
H 0.657025 2.515556 6.622319 -0.1 -0.1 0.0 0.212
H -1.079569 2.325984 6.271551 0.1 -0.1 0.0 0.211
H -1.766817 -2.140202 3.499190 0.0 0.2 0.0 0.253
H -2.282436 -1.198300 2.066922 0.2 0.1 0.1 0.255
H -3.041186 -0.880677 3.654331 0.1 0.0 0.0 0.254
O -7.363486 0.583114 4.395469 0.4 -0.9 -0.6 -0.922
S -7.333824 -0.631893 3.610086 -0.1 0.0 -0.4 2.347
O -6.203123 -1.534986 3.631159 -0.7 1.0 0.2 -0.923
O -7.689229 -0.272400 2.061054 -0.4 -0.7 1.3 -0.715
C -6.923143 0.724107 1.400498 0.8 0.7 -0.6 -0.079
C -5.570351 0.189456 0.969352 0.3 -0.2 0.2 -0.640
C -8.801895 -1.568242 3.961985 -0.1 0.0 -0.2 -0.878
H -6.815485 1.614048 2.029972 -0.1 -0.2 0.1 0.197
H -7.487555 1.024835 0.511165 -0.2 -0.2 0.3 0.193
H -4.941366 -0.032562 1.836505 -0.1 0.1 -0.1 0.222
H -5.044544 0.920908 0.349156 -0.1 -0.1 0.1 0.224
H -5.682967 -0.741632 0.404939 0.0 0.2 0.0 0.215
H -9.667854 -0.906270 3.897600 0.2 -0.1 0.0 0.250
H -8.711255 -1.970904 4.972731 0.1 0.1 -0.1 0.254
H -8.881714 -2.384936 3.241843 0.1 0.1 0.1 0.253